7 unconnected molecules or ions with the total composition C34H74F6O24P4S in a non-equilibrium geometry. Source: OMol25; level of theory: ωB97M-V/def2-TZVPD.

Results
**Max |F|**: 5.1 eV/A
**SMILES**: CCOC(=O)C(F)(F)F.CCOC(=O)C(F)(F)F.CCOP(=O)(OCC)OCC.CCOP(=O)(OCC)OCC.CCOP(=O)(OCC)OCC.CCOP(=O)(OCC)OCC.O=S1(=O)OCCO1
**Molar mass**: 1136.89 g/mol
**Energy**: -149900.681 eV
**LUMO energy**: 0.210 eV
**Orbital gap**: 10.87 eV

Cartesian coordinates (Å):
C -0.51 -1.48 -2.68
C 0.62 -1.31 -1.61
O 0.02 -1.39 -0.35
C 0.68 -0.91 0.77
O 1.87 -0.49 0.72
C -0.12 -0.91 2.11
F -1.28 -1.52 1.98
F 0.58 -1.47 3.11
F -0.39 0.37 2.35
H -1.14 -0.59 -2.73
H -1.16 -2.33 -2.49
H -0.09 -1.76 -3.65
H 1.17 -0.43 -1.92
H 1.24 -2.20 -1.73
C -2.31 -0.34 5.25
C -3.20 -0.64 6.51
O -2.40 -0.43 7.69
C -2.78 0.17 8.82
O -3.93 0.55 9.05
C -1.58 0.37 9.75
F -1.53 -0.63 10.67
F -0.43 0.45 9.08
F -1.67 1.55 10.39
H -2.75 -0.69 4.32
H -1.38 -0.91 5.30
H -2.06 0.70 5.04
H -3.52 -1.68 6.49
H -4.02 0.06 6.39
C 4.47 -2.21 2.01
C 4.37 -0.92 2.80
O 5.64 -0.59 3.24
S 6.76 -1.23 2.24
O 8.02 -1.52 2.98
O 6.76 -0.45 1.03
O 5.82 -2.58 1.98
H 4.21 -2.01 0.97
H 3.86 -2.94 2.54
H 3.55 -1.01 3.51
H 4.08 -0.10 2.13
C -1.75 0.19 -5.26
C -2.10 1.16 -6.43
O -2.79 0.47 -7.51
P -2.01 -0.15 -8.83
O -1.21 0.81 -9.62
O -3.15 -1.04 -9.63
C -4.22 -0.40 -10.46
C -3.79 -0.01 -11.88
O -1.09 -1.32 -8.10
C 0.27 -1.50 -8.47
C 1.04 -2.46 -7.52
H -1.07 0.70 -4.58
H -2.63 -0.19 -4.75
H -1.12 -0.61 -5.64
H -2.71 1.92 -5.96
H -1.19 1.61 -6.82
H -5.13 -0.99 -10.49
H -4.50 0.56 -10.02
H -2.91 0.65 -11.89
H -3.53 -0.86 -12.50
H -4.59 0.45 -12.46
H 0.25 -1.94 -9.47
H 0.81 -0.56 -8.59
H 1.32 -2.10 -6.53
H 0.45 -3.34 -7.27
H 1.95 -2.83 -8.00
C 0.59 -5.98 -2.10
C 1.33 -5.50 -0.84
O 0.42 -5.62 0.21
P 0.81 -5.49 1.75
O 1.63 -4.26 2.02
O 1.56 -6.91 2.05
C 3.05 -7.05 2.05
C 3.62 -6.60 3.48
O -0.63 -5.57 2.52
C -0.76 -5.40 3.90
C -2.30 -5.49 4.35
H -0.28 -5.38 -2.40
H 1.29 -5.90 -2.93
H 0.32 -7.02 -1.92
H 2.14 -6.23 -0.75
H 1.83 -4.55 -1.02
H 3.30 -8.08 1.80
H 3.47 -6.31 1.37
H 4.69 -6.77 3.55
H 3.54 -5.53 3.63
H 3.24 -7.15 4.35
H -0.17 -6.14 4.44
H -0.25 -4.49 4.23
H -3.04 -4.87 3.85
H -2.74 -6.48 4.30
H -2.16 -5.18 5.39
C -0.57 2.14 -0.56
C -1.96 1.54 -0.69
O -2.69 1.75 0.50
P -3.68 2.98 0.55
O -4.43 3.29 -0.67
O -4.63 2.58 1.78
C -5.72 1.74 1.44
C -5.30 0.30 1.28
O -2.77 4.21 1.07
C -2.28 4.21 2.40
C -3.04 5.13 3.34
H -0.61 3.14 -0.12
H 0.11 1.64 0.13
H -0.04 2.12 -1.51
H -2.54 1.98 -1.50
H -1.95 0.49 -0.98
H -6.43 1.84 2.27
H -6.38 2.01 0.61
H -4.47 0.17 1.97
H -6.00 -0.50 1.50
H -4.88 0.03 0.32
H -2.12 3.19 2.74
H -1.25 4.57 2.35
H -2.53 5.46 4.24
H -3.19 6.06 2.79
H -4.02 4.80 3.69
C 3.81 1.91 -0.92
C 4.17 2.42 0.50
O 4.01 3.75 0.77
P 2.62 4.51 0.97
O 1.50 3.62 1.38
O 3.04 5.68 2.04
C 4.28 6.38 1.81
C 4.54 7.49 2.88
O 2.48 5.47 -0.37
C 1.30 6.06 -0.74
C 0.58 6.83 0.36
H 4.19 2.55 -1.73
H 4.20 0.91 -1.06
H 2.74 1.74 -1.07
H 3.61 1.76 1.16
H 5.21 2.22 0.77
H 5.10 5.67 1.88
H 4.14 6.84 0.83
H 4.82 7.03 3.82
H 5.40 8.14 2.70
H 3.76 8.24 3.03
H 1.43 6.71 -1.60
H 0.73 5.20 -1.10
H 0.07 6.22 1.11
H 1.26 7.41 0.98
H -0.16 7.56 0.03